Entry 1:
The following is a DFT calculation (wB97M-V/def2-TZVPD) of a molecular structure, C14H39KNO6.

Positions of all 61 atoms, in Å:
K: -0.11 -3.51 34.79
C: 3.13 -5.17 35.91
O: 2.25 -4.90 34.84
C: 2.28 -5.79 33.74
C: 1.36 -5.35 32.57
N: -0.10 -5.64 32.77
C: -0.83 -5.43 31.51
C: -1.22 -4.01 31.41
O: -1.57 -3.89 30.00
C: -2.51 -2.85 29.80
H: 3.27 -4.22 36.42
H: 4.12 -5.44 35.54
H: 2.80 -5.99 36.55
H: 2.18 -6.85 33.97
H: 3.31 -5.66 33.40
H: 1.74 -6.00 31.79
H: 1.56 -4.37 32.13
H: -0.17 -6.64 32.94
H: -1.71 -6.08 31.54
H: -0.21 -5.76 30.68
H: -0.38 -3.37 31.69
H: -2.06 -3.79 32.07
H: -2.12 -1.86 30.05
H: -3.41 -3.00 30.40
H: -2.67 -2.79 28.73
C: -2.23 -7.05 35.61
C: -1.27 -6.61 36.74
O: -1.34 -5.22 36.88
H: -3.28 -6.82 35.81
H: -2.15 -8.14 35.56
H: -2.09 -6.61 34.63
H: -0.26 -6.90 36.47
H: -1.45 -7.10 37.69
H: -1.59 -5.03 37.78
C: -3.13 -1.12 36.42
C: -3.71 -1.43 35.03
O: -2.70 -2.05 34.27
H: -3.77 -0.49 37.04
H: -2.19 -0.59 36.27
H: -2.92 -1.97 37.07
H: -3.97 -0.49 34.55
H: -4.55 -2.12 35.13
H: -1.95 -1.45 34.20
C: 2.10 -0.16 38.36
C: 1.84 -1.06 37.08
O: 0.51 -1.44 36.95
H: 3.15 0.12 38.30
H: 2.00 -0.73 39.28
H: 1.43 0.70 38.34
H: 2.50 -1.93 37.06
H: 2.20 -0.46 36.24
H: 0.17 -0.92 36.22
C: 4.28 -2.58 33.00
C: 3.12 -1.77 33.65
O: 1.95 -1.86 32.91
H: 4.34 -2.56 31.91
H: 4.22 -3.63 33.28
H: 5.24 -2.32 33.46
H: 3.47 -0.75 33.82
H: 2.99 -2.23 34.63
H: 1.22 -1.35 33.27

charge: +1
energy above the lowest of the compared OMol25 structures with the same formula, charge and spin: 37.29 kcal/mol
orbital gap: 9.25 eV

***

Entry 2:
The following is a DFT calculation (wB97M-V/def2-TZVPD) of a molecular structure, C16H55Ca2O27P3S2.

Positions of all 105 atoms, in Å:
Ca: 7.32 -16.79 -13.92
Ca: 13.82 -14.72 -8.89
S: 11.05 -12.04 -13.01
O: 12.24 -12.65 -12.43
O: 11.31 -11.60 -14.33
O: 9.96 -13.04 -13.06
O: 10.65 -10.93 -12.12
S: 10.45 -18.02 -8.97
O: 9.37 -17.78 -9.91
O: 10.60 -16.94 -8.03
O: 10.35 -19.28 -8.27
O: 11.70 -17.96 -9.73
C: 15.43 -22.49 -7.28
O: 14.13 -22.91 -6.85
H: 15.76 -21.55 -6.84
H: 16.09 -23.30 -6.99
H: 15.49 -22.41 -8.37
H: 13.50 -22.26 -7.14
C: 6.20 -22.10 -15.64
O: 6.78 -21.23 -14.68
H: 5.40 -21.55 -16.14
H: 6.91 -22.46 -16.38
H: 5.74 -22.95 -15.13
H: 7.24 -21.79 -14.06
C: 11.19 -23.72 -12.09
O: 10.10 -23.28 -11.28
H: 11.57 -22.89 -12.68
H: 12.06 -24.11 -11.56
H: 10.77 -24.46 -12.77
H: 10.42 -22.87 -10.47
C: 5.81 -12.05 -9.21
O: 6.16 -10.74 -9.52
H: 5.08 -12.07 -8.40
H: 5.38 -12.50 -10.10
H: 6.71 -12.60 -8.94
H: 7.01 -10.75 -9.95
C: 8.38 -24.08 -5.03
O: 8.71 -22.84 -4.45
H: 9.16 -24.59 -5.61
H: 8.11 -24.73 -4.20
H: 7.53 -24.03 -5.71
H: 9.05 -22.26 -5.13
C: 6.82 -15.91 -3.68
O: 7.90 -15.04 -3.91
H: 7.30 -16.84 -3.37
H: 6.21 -15.45 -2.90
H: 6.21 -16.07 -4.57
H: 8.38 -15.39 -4.66
C: 12.39 -17.29 -15.73
O: 11.57 -17.94 -14.79
H: 13.18 -16.75 -15.22
H: 12.92 -18.09 -16.24
H: 11.89 -16.60 -16.42
H: 12.01 -18.02 -13.94
C: 21.05 -17.40 -8.23
O: 20.66 -18.41 -9.15
P: 19.60 -18.11 -10.33
O: 18.29 -17.49 -9.87
O: 20.46 -17.18 -11.33
C: 21.75 -17.45 -11.79
O: 19.50 -19.49 -11.21
C: 18.53 -19.59 -12.25
H: 20.95 -17.84 -7.24
H: 20.43 -16.52 -8.36
H: 22.05 -17.02 -8.44
H: 21.86 -17.33 -12.87
H: 21.96 -18.51 -11.65
H: 22.43 -16.78 -11.28
H: 18.00 -18.67 -12.52
H: 17.68 -20.20 -11.94
H: 19.04 -20.03 -13.11
C: 13.74 -17.11 -1.90
O: 14.97 -16.51 -1.51
P: 15.46 -15.20 -2.27
O: 14.83 -14.98 -3.61
O: 15.26 -13.97 -1.25
C: 13.96 -13.59 -0.81
O: 17.13 -15.38 -2.29
C: 17.87 -15.43 -1.09
H: 13.11 -17.25 -1.02
H: 13.89 -18.07 -2.41
H: 13.14 -16.54 -2.62
H: 13.78 -12.53 -1.01
H: 13.99 -13.72 0.27
H: 13.19 -14.20 -1.28
H: 17.37 -15.12 -0.17
H: 18.75 -14.81 -1.23
H: 18.08 -16.49 -0.94
C: 0.49 -17.73 -8.28
O: 1.48 -17.53 -9.26
P: 1.72 -18.57 -10.48
O: 2.79 -18.17 -11.46
O: 2.09 -19.92 -9.72
C: 3.34 -19.93 -8.98
O: 0.23 -18.80 -11.10
C: -0.05 -19.50 -12.31
H: 0.93 -17.58 -7.29
H: 0.08 -18.74 -8.26
H: -0.30 -17.02 -8.53
H: 4.03 -20.59 -9.50
H: 3.22 -20.18 -7.93
H: 3.82 -18.95 -9.03
H: 0.79 -19.92 -12.87
H: -0.47 -18.75 -12.98
H: -0.74 -20.33 -12.16

energy above the lowest of the compared OMol25 structures with the same formula, charge and spin: 579.19 kcal/mol
orbital gap: 2.46 eV

***

Entry 3:
The following is a DFT calculation (wB97M-V/def2-TZVPD) of 2 unconnected molecules or ions with the total composition C2H2S3.

Positions of all 7 atoms, in Å:
C: 1.15 -0.87 0.54
C: -0.60 0.23 -0.02
S: 2.64 -0.71 0.15
S: -1.35 0.85 1.26
S: -0.74 0.35 -1.68
H: 0.56 -1.15 1.51
H: -1.66 1.30 -1.76

energy above the lowest of the compared OMol25 structures with the same formula, charge and spin: 59.30 kcal/mol
orbital gap: 7.26 eV

***

LUMO energy: -3.09 -3.82 -0.78 (eV)
HOMO: -12.333 -6.277 -8.046 (eV)